{
  "formula": "C5H10NO",
  "method": "ωB97M-V/def2-TZVPD",
  "total_charge": 0,
  "e_tot_ha": -326.35157,
  "multiplicity": 2,
  "e_homo_ev": [-9.327, -9.387],
  "symbols": ["C", "O", "C", "C", "C", "C", "N", "H", "H", "H", "H", "H", "H", "H", "H", "H", "H"],
  "xyz": [[0.6791, 1.5446, -0.1037], [0.2347, 2.7185, -0.5093], [-0.5292, 0.7898, 0.6408], [-0.3212, -0.7121, 0.9565], [0.0832, -1.4788, -0.3746], [1.3040, -1.9305, -0.7542], [-1.8036, 1.0953, -0.0650], [0.7257, 0.7517, -1.0634], [1.6840, 1.2256, 0.3096], [-0.6927, 1.2409, 1.5478], [-1.1628, -1.2448, 1.4649], [0.5718, -0.7348, 1.6063], [-0.7471, -1.8304, -1.0086], [2.0927, -1.6006, -0.1230], [1.5037, -2.6964, -1.4287], [-1.7624, 0.7780, -1.1106], [-1.8601, 2.0841, 0.0154]]
}

{
  "formula": "C19H31N3O2S",
  "method": "ωB97M-V/def2-TZVPD",
  "total_charge": 0,
  "e_tot_ha": -1455.51857,
  "e_homo_ev": -7.519,
  "symbols": ["C", "H", "C", "C", "C", "N", "C", "N", "C", "N", "H", "C", "H", "H", "S", "C", "H", "H", "C", "C", "C", "C", "C", "C", "C", "H", "O", "C", "C", "H", "H", "H", "H", "H", "O", "C", "C", "H", "H", "H", "H", "H", "H", "H", "H", "H", "H", "H", "H", "H", "H", "H", "H", "H", "H", "H"],
  "xyz": [[-2.1907, -4.1380, -1.2224], [-1.9944, -3.7620, -2.2241], [-1.8870, -3.0691, -0.1800], [-2.7582, -1.8290, -0.3750], [-2.4207, -0.7518, 0.6525], [-3.3641, 0.3651, 0.5978], [-3.1658, 1.2516, -0.5159], [-1.9946, 2.1146, -0.3743], [-1.5181, 2.4337, 0.8466], [-2.1485, 1.9057, 1.9225], [-1.7867, 2.1760, 2.8223], [-3.3791, 1.1489, 1.8046], [-3.4831, 0.4974, 2.6755], [-4.2480, 1.8244, 1.7658], [-0.2001, 3.4041, 1.1042], [-1.5019, 2.7591, -1.5701], [-2.3606, 3.1418, -2.1346], [-0.8835, 3.5994, -1.2463], [-0.6629, 1.8324, -2.4648], [0.5239, 1.3037, -1.7109], [1.5935, 2.1257, -1.3987], [2.6449, 1.6507, -0.6389], [2.6626, 0.3495, -0.1511], [1.5728, -0.4890, -0.4492], [0.5405, 0.0028, -1.2385], [-0.2596, -0.6786, -1.4833], [1.4342, -1.8028, -0.0739], [1.8765, -2.2228, 1.2056], [1.1883, -1.4708, 2.3397], [1.4193, -0.4093, 2.2832], [0.1094, -1.5963, 2.2761], [1.5344, -1.8539, 3.2958], [2.9619, -2.1268, 1.2939], [1.6090, -3.2834, 1.2370], [3.6780, -0.1740, 0.6076], [4.8041, 0.6158, 0.9269], [5.8051, 0.7066, -0.2216], [6.1195, -0.2922, -0.5146], [6.6764, 1.2727, 0.0966], [5.3628, 1.1932, -1.0872], [4.4976, 1.6131, 1.2640], [5.2637, 0.0960, 1.7737], [3.4571, 2.3238, -0.4190], [1.6118, 3.1488, -1.7412], [-0.3359, 2.4168, -3.3269], [-1.2754, 1.0046, -2.8273], [-3.0474, 0.6644, -1.4280], [-4.0669, 1.8765, -0.6239], [-1.3845, -0.4143, 0.5199], [-2.5087, -1.1916, 1.6491], [-2.6091, -1.4499, -1.3879], [-3.8130, -2.0922, -0.2733], [-0.8344, -2.7871, -0.2470], [-2.0610, -3.4779, 0.8183], [-3.2344, -4.4415, -1.1690], [-1.5686, -5.0148, -1.0604]]
}

{
  "formula": "H9N3Si2",
  "method": "ωB97M-V/def2-TZVPD",
  "total_charge": 0,
  "e_tot_ha": -748.56580,
  "e_homo_ev": -8.008,
  "symbols": ["N", "N", "N", "Si", "Si", "H", "H", "H", "H", "H", "H", "H", "H", "H"],
  "xyz": [[-1.5205, 1.7175, -0.2666], [-1.4271, -0.8845, 0.9319], [1.3593, -0.2250, -1.2664], [2.0740, -0.1129, 0.2565], [-1.5780, -0.0297, -0.5236], [-0.5090, 2.0026, -0.1069], [-2.1045, 2.4781, -0.0157], [-0.3391, -0.9600, 1.1521], [-1.6529, -1.8528, 0.9027], [1.3181, -1.1282, -1.7830], [3.3635, -1.0493, 0.4802], [1.1845, -0.7502, 1.2344], [1.9959, 1.2732, 0.7913], [-2.1641, -0.4788, -1.7870]]
}

{
  "formula": "C2H7N3S",
  "method": "ωB97M-V/def2-TZVPD",
  "total_charge": 0,
  "e_tot_ha": -642.82217,
  "e_homo_ev": -9.113,
  "symbols": ["C", "C", "H", "H", "H", "H", "H", "H", "H", "N", "N", "N", "S"],
  "xyz": [[-0.0888, -1.0252, -0.1798], [0.8374, 0.2153, -0.1186], [-1.1303, 0.2492, -1.3351], [-1.9816, -1.0750, -0.8901], [0.3987, -1.6799, -0.9220], [-0.1100, -1.5766, 0.7137], [1.8558, -0.2078, -1.7152], [1.0567, 2.0303, 0.8351], [-1.5596, 1.0645, 1.8597], [-1.3317, -0.4222, -0.5427], [1.7287, 0.5027, -1.0000], [0.6009, 1.1533, 0.9175], [-0.2762, 0.7713, 2.3775]]
}

{
  "formula": "C16H19IN2O9P2V",
  "method": "ωB97M-V/def2-TZVPD",
  "total_charge": 1,
  "e_tot_ha": -3332.28255,
  "multiplicity": 3,
  "e_homo_ev": [-11.552, -11.682],
  "symbols": ["V", "C", "C", "N", "C", "C", "C", "O", "C", "C", "N", "C", "C", "C", "C", "C", "C", "I", "C", "O", "H", "H", "H", "H", "H", "H", "H", "H", "H", "H", "H", "H", "C", "C", "O", "P", "O", "O", "O", "P", "O", "O", "O", "H", "H", "H", "H", "H", "H", "H"],
  "xyz": [[0.5353, -1.0439, -1.1797], [3.4403, 2.2596, -2.2229], [2.1638, 2.7379, -1.6125], [2.0442, 4.0094, -1.2786], [0.9072, 4.4614, -0.7410], [-0.1984, 3.6770, -0.4918], [-1.4382, 4.2658, 0.1311], [-2.5994, 4.0680, -0.6668], [-0.0997, 2.3126, -0.8309], [-1.2052, 1.4093, -0.6722], [-1.1408, 0.1239, -0.7658], [-2.3779, -0.5841, -0.6386], [-3.2192, -0.3914, 0.4480], [-4.4145, -1.0892, 0.5272], [-4.7698, -1.9854, -0.4690], [-3.9277, -2.1973, -1.5512], [-2.7386, -1.4962, -1.6217], [-1.4179, -1.7847, -3.2219], [1.0900, 1.8469, -1.3964], [1.2142, 0.5747, -1.7339], [4.2309, 2.9707, -1.9992], [3.3393, 2.1866, -3.3080], [3.7060, 1.2704, -1.8518], [0.8887, 5.5162, -0.4887], [-1.2724, 5.3249, 0.3392], [-1.6533, 3.7834, 1.0865], [-2.5525, 4.6415, -1.4393], [-2.1773, 1.8685, -0.5020], [-2.9278, 0.2921, 1.2354], [-5.0660, -0.9361, 1.3764], [-5.7003, -2.5319, -0.4036], [-4.1981, -2.9027, -2.3247], [0.8682, -0.9662, 2.3888], [1.6137, -2.2156, 1.9459], [2.1686, -2.8031, 3.1148], [2.9748, -1.8410, 0.7805], [3.8226, -0.6403, 1.3287], [3.9460, -3.0686, 0.7818], [2.4141, -1.5051, -0.5695], [0.6211, -3.4241, 0.9782], [-0.5497, -3.9492, 1.9067], [1.5833, -4.4699, 0.5537], [-0.0888, -2.5612, -0.0814], [1.5257, -0.3439, 2.9943], [0.0064, -1.2565, 2.9893], [0.5138, -0.3712, 1.5437], [2.5513, -3.6640, 2.8951], [4.5268, -0.8573, 1.9536], [3.4457, -3.8774, 0.5240], [-0.4086, -4.8433, 2.2404]]
}

{
  "formula": "C10H22FeN2O3S",
  "method": "ωB97M-V/def2-TZVPD",
  "total_charge": 2,
  "e_tot_ha": -2390.76568,
  "multiplicity": 5,
  "e_homo_ev": [-15.761, -15.809],
  "symbols": ["Fe", "C", "O", "C", "C", "O", "C", "C", "O", "C", "H", "H", "H", "H", "H", "H", "H", "H", "H", "H", "H", "H", "H", "H", "S", "C", "N", "C", "C", "C", "N", "H", "H", "H", "H", "H", "H", "H", "H"],
  "xyz": [[0.2941, -1.0502, 0.7595], [2.3517, 0.8537, -1.0605], [2.0960, -0.3452, -0.1727], [3.0632, -1.4399, -0.1825], [2.3953, -2.6903, -0.6574], [1.2798, -2.9061, 0.2704], [0.4300, -3.9931, 0.0819], [-0.9319, -3.6157, 0.7016], [-1.2679, -2.2344, 0.3647], [-2.5069, -1.9723, -0.2407], [1.3876, 1.3522, -0.9208], [3.1822, 1.4955, -0.5852], [2.5507, 0.6319, -2.0965], [3.9391, -1.1940, -0.7011], [3.5191, -1.5247, 0.8287], [1.9552, -2.5269, -1.6564], [3.1779, -3.4887, -0.6751], [0.3855, -4.0707, -1.0244], [0.8503, -4.9014, 0.5156], [-1.6308, -4.3533, 0.3722], [-0.8992, -3.6725, 1.8135], [-2.8115, -2.8670, -0.7946], [-3.3150, -1.6623, 0.4342], [-2.2745, -1.1794, -0.9797], [0.3029, 0.8687, 2.2159], [-0.4778, 1.9416, 1.0509], [-1.7716, 1.8583, 0.7360], [-2.4923, 2.8633, 0.0028], [-1.7658, 4.2517, 0.0759], [-0.2623, 4.1409, -0.0637], [0.2519, 2.9802, 0.6356], [-2.3819, 1.1242, 1.1343], [-3.5185, 2.9025, 0.3445], [-2.4479, 2.5727, -1.0190], [-2.0262, 4.9168, 0.9291], [-2.0749, 4.8090, -0.7606], [0.1601, 5.0773, 0.3523], [0.0723, 4.0434, -1.1185], [1.2118, 3.0040, 1.0895]]
}